An isolated ion of composition C5H6N and charge +1 in a non-equilibrium geometry. Source: OMol25; level of theory: ωB97M-V/def2-TZVPD.

Each line ends with the Mulliken charge.
Element x y z (Å)
C  -0.266  2.594  2.486  0.19
C  -0.373  1.693  1.660  -0.46
C  -0.772  0.783  0.523  0.05
N  -0.415  -0.294  -0.056  -0.04
C  0.092  -1.328  -0.484  0.01
C  0.758  -1.383  -1.776  -0.94
H  -0.129  3.130  3.467  0.38
H  -1.638  1.305  0.212  0.35
H  0.025  -2.108  0.155  0.50
H  1.838  -1.345  -1.596  0.32
H  0.396  -0.585  -2.350  0.33
H  0.485  -2.462  -2.241  0.32

Results
SMILES = C#CC=[N+]=CC
Max |F| = 4.830 eV/Å
Charge = +1
Relative energy (zero: lowest compared OMol25 entry of this formula, charge and spin) = 101.1 kcal/mol
E = -248.45462 Ha
Highest occupied orbital energy = -15.244 eV
Frontier orbital gap = 9.56 eV
Molar mass = 80.110 g mol⁻¹

A 2-piece molecular cluster, C5H6N overall in a non-equilibrium geometry. Source: OMol25; level of theory: ωB97M-V/def2-TZVPD.

Each line ends with the Löwdin spin population.
Element x y z (Å)
C  -0.264  0.560  -1.134  0.42
C  0.861  0.304  0.945  0.06
C  -0.333  0.975  0.247  0.18
C  0.620  -0.972  0.257  0.23
C  -0.767  -0.548  -0.141  0.14
N  0.312  -0.713  -1.171  0.82
H  -0.918  0.982  -2.012  0.02
H  1.816  0.642  0.687  0.01
H  0.581  0.288  1.924  0.01
H  -0.909  1.953  0.580  0.00
H  1.044  -2.018  0.551  0.00
H  -2.043  -1.454  -0.733  0.11

Results
Max |F| = 7.440 eV/Å
Multiplicity = 3
Charge = +1
Relative energy (zero: lowest compared OMol25 entry of this formula, charge and spin) = 186.7 kcal/mol
E = -248.16164 Ha
Highest occupied orbital energy (spin up / spin down) = -11.258 / -16.545 eV
Frontier orbital gap (spin up / spin down) = 5.93 / 7.07 eV
Molar mass = 80.110 g mol⁻¹